No. 1
Formula: C25H48NO6PS
Source: the Open Molecules 2025 dataset
Level of theory: ωB97M-V/def2-TZVPD

The geometry in XYZ format:
```
82
C25H48NO6PS (ωB97M-V/def2-TZVPD)
C 2.124 0.478 5.039
C 0.864 0.412 4.199
O 0.538 1.688 3.601
C 1.069 1.832 2.358
C 2.073 2.666 2.063
C 2.743 3.590 3.025
C 1.808 4.782 3.292
C 1.420 5.515 2.030
S 0.302 6.914 2.429
C 2.531 2.724 0.643
O 3.709 2.812 0.367
C 1.424 2.653 -0.380
C 1.426 3.498 -1.617
P 3.037 3.806 -2.379
O 3.800 2.594 -2.643
O 2.731 4.596 -3.737
O 3.745 4.892 -1.451
C 0.417 1.821 -0.076
C -0.829 1.580 -0.889
N -0.584 1.094 -2.265
C 0.489 1.058 1.211
O 0.130 -0.104 1.296
H 1.969 1.181 5.846
H 2.289 -0.525 5.420
H 2.990 0.720 4.438
H 1.021 -0.346 3.443
H 0.009 0.118 4.794
H 2.932 3.120 3.979
H 3.664 3.965 2.598
H 2.237 5.474 4.011
H 0.895 4.401 3.737
H 0.878 4.885 1.337
H 2.266 5.937 1.497
H -0.659 6.711 1.522
H 0.798 3.110 -2.403
H 1.013 4.472 -1.336
H 2.778 5.546 -3.587
H 4.668 4.622 -1.379
H -1.417 2.497 -0.857
H -1.410 0.829 -0.368
H -1.280 0.386 -2.461
H -0.826 1.850 -2.893
C 2.234 -3.342 3.963
C 1.769 -4.538 3.140
C 0.342 -4.390 2.614
C -0.734 -4.276 3.695
C -0.784 -5.441 4.681
C -1.107 -6.780 4.023
H 1.626 -3.205 4.860
H 3.268 -3.474 4.284
H 2.182 -2.423 3.375
H 1.864 -5.451 3.734
H 2.440 -4.660 2.286
H 0.117 -5.237 1.961
H 0.289 -3.500 1.979
H -1.708 -4.184 3.203
H -0.592 -3.345 4.253
H -1.549 -5.225 5.432
H 0.161 -5.519 5.224
H -2.066 -6.737 3.505
H -1.165 -7.572 4.771
H -0.343 -7.069 3.300
C -2.637 1.165 -6.091
C -3.237 0.192 -5.079
C -2.504 -1.148 -5.017
C -2.525 -1.954 -6.316
C -3.919 -2.277 -6.850
C -4.749 -3.139 -5.902
H -2.696 0.777 -7.108
H -3.170 2.117 -6.072
H -1.587 1.364 -5.864
H -4.296 0.037 -5.303
H -3.202 0.652 -4.087
H -2.932 -1.747 -4.208
H -1.460 -0.969 -4.738
H -1.982 -2.889 -6.150
H -1.966 -1.417 -7.087
H -3.810 -2.805 -7.801
H -4.462 -1.355 -7.075
H -4.242 -4.083 -5.692
H -5.719 -3.372 -6.342
H -4.932 -2.635 -4.953
```

Output
* HOMO level: -9.3 eV
* max |F|: 1.158 eV Å⁻¹
* E_LUMO: -0.845 eV
* E_tot: -60604.403 eV
* HOMO-LUMO gap: 8.4 eV
* charge: 0

=====

No. 2
Formula: C25H48O17S
Source: the Open Molecules 2025 dataset
Level of theory: ωB97M-V/def2-TZVPD

The geometry in XYZ format:
```
91
C25H48O17S (ωB97M-V/def2-TZVPD)
C -0.639 -2.983 -0.165
C 0.596 -2.166 0.151
O 0.941 -1.953 1.283
O 1.336 -1.715 -0.905
C 0.699 -0.634 -1.629
C 0.865 0.668 -0.866
C 0.309 1.883 -1.641
C -0.979 2.463 -1.026
C -2.195 1.583 -1.385
C -3.271 1.535 -0.275
C -4.098 0.241 -0.349
C -4.139 -0.637 0.946
O -5.462 -1.197 1.072
C -6.019 -1.017 -0.222
C -7.456 -1.475 -0.392
S -7.517 -2.415 -1.925
O -6.826 -3.659 -1.753
O -7.043 -1.556 -2.980
C -5.626 0.398 -0.562
H -1.253 -2.541 -0.948
H -0.321 -3.970 -0.509
H -1.207 -3.110 0.751
H 1.160 -0.600 -2.615
H -0.352 -0.897 -1.767
H 0.359 0.597 0.101
H 1.932 0.782 -0.670
H 1.082 2.647 -1.724
H 0.080 1.570 -2.667
H -0.861 2.434 0.059
H -1.124 3.481 -1.384
H -2.626 1.875 -2.344
H -1.821 0.563 -1.494
H -2.724 1.532 0.670
H -3.908 2.416 -0.361
H -3.792 -0.320 -1.234
H -3.477 -1.492 0.750
H -3.834 -0.110 1.844
H -5.404 -1.660 -0.873
H -8.156 -0.643 -0.474
H -7.794 -2.143 0.402
H -8.839 -2.651 -2.137
H -5.946 1.120 0.200
H -5.967 0.810 -1.512
C -1.073 -1.413 4.335
O -1.048 -0.496 5.431
C -2.248 -0.208 5.933
O -3.299 -0.643 5.545
O -2.081 0.652 6.938
C -3.296 1.054 7.573
H -0.044 -1.557 4.016
H -1.492 -2.370 4.640
H -1.644 -1.003 3.503
H -3.805 0.195 8.007
H -3.952 1.557 6.865
H -3.013 1.746 8.361
C 3.600 -2.490 -3.234
O 4.202 -3.161 -4.345
C 3.809 -2.705 -5.531
O 3.020 -1.817 -5.722
O 4.440 -3.402 -6.476
C 4.108 -3.015 -7.810
H 3.995 -2.948 -2.332
H 3.861 -1.433 -3.238
H 2.519 -2.612 -3.250
H 4.377 -1.975 -7.987
H 3.046 -3.162 -8.000
H 4.687 -3.657 -8.468
C 0.806 2.103 3.201
O 0.374 3.305 2.561
C 0.697 4.426 3.203
O 1.298 4.496 4.241
O 0.236 5.457 2.494
C 0.515 6.734 3.071
H 0.486 1.275 2.573
H 1.891 2.080 3.285
H 0.350 2.001 4.185
H 1.588 6.892 3.154
H 0.048 6.822 4.051
H 0.089 7.472 2.398
C 7.663 0.511 1.056
O 8.418 -0.300 0.153
C 7.864 -0.439 -1.050
O 6.824 0.048 -1.408
O 8.658 -1.214 -1.787
C 8.175 -1.446 -3.111
H 8.224 0.537 1.985
H 7.555 1.521 0.666
H 6.682 0.074 1.236
H 8.094 -0.510 -3.661
H 7.210 -1.948 -3.086
H 8.900 -2.087 -3.604
```

Output
* HOMO level: -9.9 eV
* max |F|: 1.638 eV Å⁻¹
* E_LUMO: 0.407 eV
* E_tot: -72344.593 eV
* HOMO-LUMO gap: 10.3 eV
* charge: 0

=====

No. 3
Formula: C25H48P4PbS
Source: the Open Molecules 2025 dataset
Level of theory: ωB97M-V/def2-TZVPD

The geometry in XYZ format:
```
79
C25H48P4PbS (ωB97M-V/def2-TZVPD)
Pb 0.100 -0.278 -0.470
P -1.781 1.936 0.423
P -2.097 -1.607 1.201
P 1.989 1.991 -1.110
H -1.004 -4.926 -2.224
C 0.021 -4.812 -2.596
C 1.082 -5.003 -1.796
H 0.972 -5.321 -0.751
C -3.077 2.213 -0.843
C -2.789 1.986 1.956
C -1.038 3.605 0.479
C -1.725 -3.397 1.062
C -2.705 -1.573 2.939
C -3.725 -1.581 0.352
C 3.380 0.958 -1.738
C 2.888 3.289 -0.173
C 1.560 2.902 -2.653
H 0.137 -4.578 -3.663
H 2.098 -4.791 -2.154
H -3.609 3.151 -0.633
H -3.787 1.378 -0.846
H -2.602 2.282 -1.830
H -3.234 2.986 2.066
H -2.154 1.790 2.829
H -3.595 1.242 1.921
H -1.837 4.354 0.413
H -0.343 3.745 -0.360
H -0.494 3.744 1.420
H -2.665 -3.964 1.037
H -1.131 -3.719 1.926
H -1.160 -3.604 0.142
H -3.729 -1.976 2.967
H -2.717 -0.545 3.322
H -2.059 -2.187 3.580
H -4.390 -2.266 0.898
H -3.607 -1.930 -0.683
H -4.156 -0.571 0.350
H 3.928 1.537 -2.496
H 3.007 0.028 -2.198
H 4.055 0.705 -0.906
H 3.451 3.922 -0.875
H 3.580 2.831 0.549
H 2.164 3.913 0.374
H 2.494 3.190 -3.160
H 0.976 3.800 -2.403
H 0.963 2.272 -3.329
C 0.774 -1.123 -4.662
C 0.338 -0.592 -5.899
C 0.773 -1.163 -7.095
C 1.586 -2.301 -7.076
C 2.021 -2.832 -5.853
C 1.611 -2.252 -4.646
S 0.284 -0.292 -3.181
H 0.208 -1.415 -2.219
H -0.329 0.273 -5.907
H 0.462 -0.718 -8.045
H 1.908 -2.756 -8.016
H 2.673 -3.709 -5.843
H 1.925 -2.692 -3.695
C 2.780 0.696 2.435
P 1.067 0.069 2.355
C 1.326 -1.633 2.966
C 0.358 0.892 3.850
C -0.266 0.193 4.896
C -0.976 0.894 5.884
C -1.028 2.291 5.861
C -0.350 2.994 4.861
C 0.358 2.305 3.869
H 3.339 0.353 1.554
H 3.253 0.289 3.343
H 2.807 1.793 2.472
H 1.884 -1.584 3.912
H 0.370 -2.156 3.116
H 1.921 -2.188 2.225
H -0.204 -0.893 4.959
H -1.473 0.345 6.681
H -1.602 2.836 6.621
H -0.353 4.091 4.850
H 0.918 2.860 3.106
```

Output
* HOMO level (spin up / spin down): -18.7 / -18.8 eV
* max |F|: 5.140 eV Å⁻¹
* energy above the lowest of the compared OMol25 structures with the same formula, charge and spin: 71.77 kcal per mole
* E_LUMO (spin up / spin down): -15.293 / -14.868 eV
* E_tot: -79898.590 eV
* HOMO-LUMO gap (spin up / spin down): 3.4 / 3.9 eV
* charge: +4

=====

No. 4
Formula: C25H49AlNO7P
Source: the Open Molecules 2025 dataset
Level of theory: ωB97M-V/def2-TZVPD

The geometry in XYZ format:
```
84
C25H49AlNO7P (ωB97M-V/def2-TZVPD)
C -0.685 1.111 -2.375
C 0.247 0.157 -1.695
O 0.091 -1.020 -1.810
O 1.249 0.705 -1.016
C 1.023 0.705 0.446
C 0.633 2.085 0.930
C 1.291 2.451 2.268
C 1.412 3.960 2.428
C 2.062 4.377 3.750
C 1.638 3.498 4.940
C 0.128 3.511 5.164
C -0.388 2.476 6.184
Al 0.515 0.652 6.077
C 2.167 0.736 7.273
O 2.563 -0.472 8.008
C 2.656 -1.601 7.257
C 2.019 -2.751 7.735
C 2.082 -3.935 7.006
C 2.784 -3.978 5.802
C 3.442 -2.842 5.334
C 3.380 -1.653 6.059
P -1.141 -0.947 6.732
O -1.109 -2.159 5.863
O -1.169 -1.337 8.307
O -2.642 -0.285 6.535
H -0.273 1.365 -3.350
H -0.873 2.008 -1.798
H -1.629 0.602 -2.538
H 0.259 -0.039 0.644
H 1.948 0.362 0.890
H 0.975 2.798 0.180
H -0.444 2.191 1.041
H 0.688 2.017 3.055
H 2.271 1.979 2.329
H 0.432 4.419 2.295
H 2.029 4.320 1.602
H 3.139 4.253 3.621
H 1.879 5.426 3.973
H 2.084 3.929 5.834
H 2.035 2.504 4.756
H -0.434 3.387 4.242
H -0.105 4.519 5.523
H -0.395 2.866 7.202
H -1.434 2.269 5.944
H 0.989 0.374 4.558
H 2.112 1.511 8.034
H 3.010 1.011 6.628
H 1.466 -2.675 8.657
H 1.556 -4.795 7.386
H 2.813 -4.890 5.225
H 4.009 -2.851 4.416
H 3.873 -0.754 5.723
H -1.793 -2.072 8.404
H -2.892 -0.495 5.629
C -2.109 -3.503 -6.256
C -2.337 -2.008 -6.168
N -1.110 -1.156 -6.404
C -0.084 -1.520 -5.361
C -1.447 0.291 -6.128
C -2.455 0.982 -7.032
C -0.437 -1.371 -7.741
C -1.248 -1.248 -9.016
O -2.290 -2.194 -9.044
C -3.348 -1.883 -9.949
H -1.472 -3.871 -5.453
H -3.072 -3.998 -6.149
H -1.691 -3.808 -7.212
H -2.679 -1.745 -5.165
H -3.098 -1.692 -6.870
H -0.535 -1.435 -4.373
H 0.752 -0.831 -5.449
H 0.262 -2.532 -5.534
H -0.502 0.831 -6.146
H -1.810 0.284 -5.102
H -1.988 1.379 -7.931
H -2.855 1.842 -6.497
H -3.297 0.353 -7.315
H -0.007 -2.369 -7.694
H 0.380 -0.650 -7.770
H -0.549 -1.452 -9.837
H -1.625 -0.237 -9.167
H -3.069 -1.091 -10.645
H -4.232 -1.571 -9.386
H -3.592 -2.780 -10.514
```

Output
* HOMO level: -6.1 eV
* max |F|: 1.263 eV Å⁻¹
* energy above the lowest of the compared OMol25 structures with the same formula, charge and spin: 0.00 kcal per mole
* E_LUMO: -1.115 eV
* E_tot: -58426.575 eV
* HOMO-LUMO gap: 5.0 eV
* charge: 0

=====

No. 5
Formula: C25H49BCl2FNO10S
Source: the Open Molecules 2025 dataset
Level of theory: ωB97M-V/def2-TZVPD

The geometry in XYZ format:
```
90
C25H49BCl2FNO10S (ωB97M-V/def2-TZVPD)
C 5.754 -2.496 -0.995
B 4.963 -1.707 -2.158
O 5.390 -1.966 -3.525
N 3.798 -0.755 -1.977
C 2.538 -1.438 -1.660
Cl 2.453 -3.136 -0.958
C 1.273 -0.848 -1.910
C -0.103 -1.609 -1.598
Cl 1.076 0.807 -2.646
S 4.158 0.547 -0.912
O 5.571 0.585 -0.439
O 3.897 1.840 -1.642
F 3.109 0.550 0.410
H 6.642 -1.858 -0.659
H 5.079 -2.616 -0.079
H 6.097 -3.537 -1.318
H 4.867 -2.769 -3.764
H -0.073 -2.191 -0.633
H -0.880 -0.789 -1.469
H -0.429 -2.232 -2.496
C -3.236 0.365 -6.333
C -2.429 0.795 -5.136
O -2.592 0.281 -4.047
C -1.413 1.888 -5.342
H -3.926 -0.427 -6.039
H -3.814 1.209 -6.715
H -2.572 -0.019 -7.110
H -1.911 2.800 -5.679
H -0.669 1.570 -6.074
H -0.909 2.094 -4.396
C 1.509 3.346 0.066
C 0.955 3.931 1.337
O -0.174 3.675 1.713
C 1.853 4.845 2.128
H 0.754 2.709 -0.397
H 1.766 4.147 -0.631
H 2.388 2.742 0.288
H 2.126 5.712 1.523
H 2.749 4.306 2.441
H 1.324 5.192 3.018
C 7.162 5.064 -3.132
C 6.625 4.097 -4.155
O 6.826 4.259 -5.343
C 5.829 2.924 -3.647
H 7.714 5.857 -3.639
H 6.338 5.511 -2.574
H 7.841 4.545 -2.451
H 4.947 3.277 -3.113
H 6.449 2.312 -2.989
H 5.506 2.314 -4.492
C -3.661 -2.203 1.158
C -3.202 -2.944 -0.065
O -2.017 -3.064 -0.321
C -4.260 -3.530 -0.961
H -2.791 -1.837 1.707
H -4.276 -1.349 0.867
H -4.228 -2.873 1.809
H -4.902 -2.736 -1.347
H -4.854 -4.260 -0.406
H -3.783 -4.035 -1.803
C -3.928 -6.003 5.179
C -3.787 -5.284 3.864
O -4.695 -4.618 3.407
C -2.477 -5.422 3.134
H -4.922 -5.814 5.589
H -3.810 -7.079 5.029
H -3.182 -5.636 5.885
H -2.294 -6.471 2.895
H -1.666 -5.027 3.750
H -2.519 -4.852 2.204
C -5.689 2.558 3.484
C -4.795 1.629 2.705
O -4.832 0.426 2.877
C -3.855 2.248 1.704
H -6.311 1.975 4.165
H -5.083 3.252 4.070
H -6.338 3.109 2.800
H -3.167 2.929 2.211
H -4.423 2.785 0.942
H -3.274 1.462 1.219
C -1.224 0.008 5.234
C -0.327 -0.913 4.450
O -0.346 -2.115 4.628
C 0.594 -0.285 3.437
H -1.832 -0.580 5.924
H -0.622 0.713 5.810
H -1.889 0.546 4.554
H 1.277 0.407 3.934
H 0.010 0.241 2.679
H 1.181 -1.066 2.949
```

Output
* HOMO level: -9.3 eV
* max |F|: 6.653 eV Å⁻¹
* E_LUMO: -0.787 eV
* E_tot: -87956.972 eV
* HOMO-LUMO gap: 8.5 eV
* charge: 0

=====

Among the records above, which one has the highest E_tot? C25H49AlNO7P

=====

Number 4 is which compound? C25H49AlNO7P

=====

Which of these has the highest max |F|? C25H49BCl2FNO10S

=====

Look up the E_tot of the second one. -72344.593 eV